1.
Molecular formula: C28H64BrN3O2
Method: DFT, the ωB97M-V functional and the def2-TZVPD basis

XYZ file:
```
98
Properties=species:S:1:pos:R:3:forces:R:3
C 9.522836 1.460602 -0.918982 -0.5 0.0 -0.9
C 8.355425 0.559035 -1.395060 2.0 0.3 0.7
C 7.106300 0.858220 -0.619096 -1.0 0.5 -2.3
C 6.077928 -0.193724 -0.833002 -2.1 -1.1 0.3
N 4.721025 0.024781 -0.030045 1.8 0.3 0.1
C 5.027801 0.575609 1.419540 -1.5 -0.8 -0.8
C 4.430736 1.963073 1.505573 0.3 -1.0 -1.3
C 3.211461 1.728457 0.628957 -0.4 1.2 -0.8
C 3.840181 1.107299 -0.645221 -0.6 -0.4 0.7
C 4.055122 -1.339693 0.054341 -0.9 0.0 -0.6
C 4.861843 -2.466490 0.731966 0.3 0.2 -1.4
C 3.981331 -3.362589 1.552388 -0.9 -0.8 0.2
H 10.485616 1.214223 -1.367946 -0.2 -0.3 0.0
H 9.638451 1.476031 0.153625 -0.1 0.0 0.3
H 9.268082 2.432002 -1.292036 0.2 1.0 0.2
H 8.703287 -0.427825 -1.110812 -0.3 -0.7 -0.5
H 8.279375 0.698873 -2.477721 -0.3 -0.4 0.2
H 6.694767 1.836204 -0.868993 0.0 0.2 -0.4
H 7.316432 0.953799 0.379208 0.9 0.0 2.5
H 6.340149 -1.175547 -0.447254 0.8 0.2 0.0
H 5.803366 -0.403479 -1.889508 0.0 0.6 0.5
H 4.473396 -0.107742 2.056638 0.2 0.0 0.3
H 6.052598 0.510058 1.585479 1.5 -0.3 0.5
H 4.103654 2.173914 2.491181 0.1 0.4 1.0
H 5.128929 2.723761 1.095764 -0.6 -0.3 0.4
H 2.492537 1.033306 1.077584 0.1 0.2 0.0
H 2.717427 2.710303 0.503936 -0.1 -0.7 -0.5
H 3.146760 0.581082 -1.352317 0.6 0.9 0.5
H 4.510575 1.883237 -1.066491 -0.5 -0.8 -0.3
H 3.850161 -1.659160 -0.975459 -0.1 0.4 0.1
H 3.060392 -1.194633 0.525897 0.6 0.0 -0.1
H 5.614535 -1.986842 1.312481 0.7 0.1 1.0
H 5.444954 -3.065128 -0.005471 -0.6 0.5 0.2
H 3.679908 -2.758457 2.429466 -0.2 -0.7 -0.2
H 4.547157 -4.270315 1.875382 -0.6 0.8 -0.1
H 3.057151 -3.708780 0.970174 1.3 0.5 0.8
C -5.226110 0.590292 1.177647 -0.2 -0.3 -0.7
C -3.789966 0.477166 0.590327 -1.4 1.8 0.7
C -3.547817 0.630774 -0.874442 -1.1 -0.3 -1.5
C -4.478788 -0.191522 -1.743828 -1.5 -1.4 0.0
N -4.423198 -0.139442 -3.324340 0.7 -0.6 2.5
C -4.743618 -1.561579 -3.789054 -0.4 -0.4 -0.4
C -3.417951 -2.410283 -3.410607 -2.3 0.5 -0.8
C -2.362349 -1.331696 -3.508014 2.0 0.4 0.0
C -3.020872 0.026914 -3.767525 0.5 -1.3 0.2
C -5.251760 0.902999 -3.949339 -1.3 -0.1 -1.1
C -5.054421 2.323856 -3.431130 0.8 -0.1 -1.0
C -5.978535 3.259292 -4.282945 0.7 -0.2 1.1
H -5.901213 -0.259969 0.896366 0.9 0.3 0.5
H -5.816994 1.430031 0.795942 0.5 0.4 0.3
H -5.110845 0.671057 2.271739 -0.5 -0.1 -0.4
H -3.435374 -0.449111 0.897056 0.8 -1.8 0.4
H -3.145747 1.226545 1.078374 -0.3 -0.2 -0.1
H -2.601954 0.268560 -1.061773 2.5 -0.5 -0.2
H -3.576627 1.641692 -1.215770 -0.1 0.9 0.0
H -5.475433 0.133009 -1.450018 -0.4 -0.2 -0.5
H -4.447159 -1.308743 -1.537255 0.2 1.6 0.1
H -4.889695 -1.419989 -4.903777 0.3 -0.6 1.2
H -5.730023 -1.919466 -3.335103 1.4 0.6 -0.5
H -3.333917 -3.237648 -4.112021 0.2 0.2 -0.3
H -3.511559 -2.925459 -2.438398 0.1 0.7 -0.2
H -1.581331 -1.465717 -4.280529 -0.7 -0.3 0.1
H -1.745166 -1.282801 -2.614627 -0.2 0.0 0.4
H -3.071264 0.206795 -4.816103 0.0 0.2 -0.9
H -2.493606 0.844420 -3.314946 -0.1 0.4 0.5
H -6.331066 0.569394 -3.936282 1.1 0.4 0.3
H -4.925428 0.871462 -5.004096 -0.5 0.1 0.3
H -3.959190 2.635268 -3.640598 -1.7 -0.4 0.6
H -5.260858 2.293886 -2.353405 0.0 0.7 -0.3
H -5.767666 4.276653 -3.963601 -0.2 0.2 -0.1
H -7.045963 3.062957 -4.114169 0.3 -0.1 -0.2
H -5.691323 3.181456 -5.335683 -0.3 -0.1 0.1
C -4.641189 -2.985039 3.513617 0.6 -0.4 -0.4
O -3.291642 -2.487184 3.658474 -1.5 0.4 1.4
C -2.483185 -2.631743 2.570197 2.2 0.4 -0.2
C -1.010999 -2.170442 2.948559 -1.6 -0.1 -0.7
N -0.740053 -0.705535 2.847846 -2.4 -0.1 1.7
H 0.156766 -0.540515 3.273003 0.4 0.5 0.3
H -0.685317 -0.337210 1.890181 0.3 -0.3 -0.9
C -1.840481 0.103981 3.564930 0.9 2.1 -1.8
C -1.422485 1.607255 3.408908 0.8 -1.5 1.6
O -0.117714 1.665405 4.017189 -0.2 -1.2 -0.7
C 0.411129 2.951310 4.109182 -1.5 1.8 -1.5
H -4.586027 -4.058860 3.287499 -0.1 0.1 0.0
H -5.159823 -2.483032 2.680836 0.1 0.0 0.3
H -5.202049 -2.864475 4.449359 0.5 0.2 -0.3
H -2.798031 -2.013206 1.714253 -0.1 -0.5 -0.1
H -2.369996 -3.688291 2.299408 -0.2 0.1 -0.3
H -0.343352 -2.665822 2.285276 0.7 -0.3 -0.6
H -0.783067 -2.452277 3.954109 0.0 -0.3 0.7
H -1.891896 -0.089173 4.614274 -0.1 -0.8 0.4
H -2.776429 -0.032273 2.986505 0.6 -0.3 0.8
H -2.074152 2.256854 3.991489 -0.4 0.0 -0.2
H -1.428050 1.852545 2.361912 0.3 0.5 -0.6
H 1.352641 3.005288 4.626755 0.7 -0.5 -0.5
H -0.240097 3.517008 4.758839 -0.4 0.6 0.3
H 0.331112 3.478972 3.075124 0.8 -0.8 1.6
Br 0.177571 -0.238015 -0.140005 -0.1 0.0 0.0
```
Positions in Å, forces in eV/Å.

Calculated values
HOMO energy   -0.47964 hartree
Net charge   +2
LUMO energy   -3.6538 eV
F_max   2.95 eV/A

Mulliken population analysis, charges in e, atoms 1 to 6: C -1.417; C -0.430; C -0.500; C -0.951; N 0.391; C -0.744

=====

2.
Molecular formula: C28H66BF4NO16P2S4
Method: DFT, the ωB97M-V functional and the def2-TZVPD basis

XYZ file:
```
122
Properties=species:S:1:pos:R:3:forces:R:3
N 1.939988 3.790949 1.592345 0.2 -0.2 -0.2
H 2.670888 4.027859 2.247905 0.3 0.1 0.4
H 1.725788 2.807459 1.675845 -0.5 -1.0 0.3
H 2.274078 3.906889 0.646285 0.1 0.3 -0.5
H 1.117968 4.355779 1.751545 -0.4 0.1 0.1
B 0.244258 -0.253171 1.234085 0.8 -0.6 0.2
F 1.464258 -0.062851 0.549145 0.7 -0.3 -0.8
F -0.500982 0.855869 0.922565 -1.1 1.6 0.1
F -0.470402 -1.388791 0.874135 0.3 -0.3 -0.1
F 0.614038 -0.294511 2.579965 -0.3 0.1 0.7
C -2.209902 -5.763401 -3.182245 1.0 0.1 1.5
C -3.321912 -6.116821 -4.109455 -1.2 -1.4 0.5
C -2.655062 -6.554771 -5.373145 0.4 0.3 -0.8
S -1.218742 -7.584791 -4.893455 -0.5 -1.4 -0.3
O -0.105842 -7.114541 -5.718875 -0.6 -0.5 1.1
O -1.548992 -9.045741 -4.880005 0.5 3.1 0.0
C -1.221512 -6.942081 -3.160045 0.0 -0.4 -0.6
H -2.570012 -5.698571 -2.155495 -0.1 0.3 0.0
H -1.759902 -4.798781 -3.416985 0.2 -0.1 -0.2
H -4.085782 -5.339811 -4.138675 0.2 0.1 -0.6
H -3.833172 -6.994821 -3.714685 -0.2 -0.1 0.3
H -2.262842 -5.622311 -5.779075 0.4 -0.4 -0.7
H -3.189702 -7.137791 -6.123045 -0.2 0.2 0.2
H -0.197002 -6.802831 -2.814965 -0.1 0.4 -0.2
H -1.660402 -7.714441 -2.528425 0.0 -0.3 -0.3
C 2.516098 -2.001141 -5.399595 -1.7 1.2 -0.5
C 2.869038 -1.777381 -6.860885 0.4 0.2 0.5
C 3.154518 -0.285171 -6.988655 -0.2 0.0 0.1
S 2.028608 0.686019 -5.847195 -0.1 -1.6 -3.2
O 1.019358 1.376499 -6.684745 1.2 -1.1 1.8
O 2.884648 1.428089 -4.961555 -0.3 0.2 0.6
C 1.414788 -0.908861 -5.111585 0.2 0.6 1.1
H 3.389118 -1.825031 -4.771175 -0.2 -0.1 0.1
H 2.159318 -3.030361 -5.360675 -0.2 0.2 0.8
H 2.088758 -2.178721 -7.507565 0.1 0.2 -0.1
H 3.799468 -2.333881 -6.973645 0.0 0.0 -0.8
H 3.037798 0.099349 -8.001875 0.3 0.2 0.2
H 4.150618 -0.200191 -6.554295 0.1 0.8 -0.3
H 0.409388 -1.045221 -5.509905 0.2 -0.4 -0.4
H 1.255798 -0.663421 -4.061545 0.2 -0.2 0.2
C 7.326068 -0.940391 0.316845 -0.9 2.7 1.5
C 7.245068 -2.333271 0.752785 -0.5 -1.8 0.4
C 8.440758 -2.555121 1.675715 -0.7 0.1 0.4
S 8.371908 -1.143701 2.866975 -1.0 -1.9 0.2
O 9.766708 -0.748051 3.007305 -1.0 0.5 0.5
O 7.515108 -1.533991 4.041545 2.0 1.3 -2.6
C 7.423618 -0.064721 1.671715 1.2 -0.9 -0.3
H 6.370468 -0.620181 -0.098375 0.2 0.0 -0.5
H 8.120708 -0.836861 -0.422025 0.2 0.6 0.3
H 7.150448 -2.935981 -0.150485 0.7 -0.5 0.2
H 6.303808 -2.541041 1.261675 0.0 0.2 0.4
H 9.363528 -2.454511 1.104335 0.1 -0.1 0.3
H 8.416978 -3.433851 2.320205 0.1 -0.1 -0.3
H 8.016728 0.847429 1.606155 -0.3 0.1 -0.1
H 6.446008 0.086629 2.129415 0.1 0.1 -0.2
C -5.602412 -4.024441 5.493675 0.3 1.0 -0.5
C -4.709232 -4.095581 4.171915 -1.1 -0.7 1.5
C -3.257632 -3.926131 4.589145 0.0 -0.2 0.4
S -3.128412 -4.322621 6.430845 1.0 0.0 0.2
O -2.957322 -3.005021 7.049575 -0.3 -1.3 -0.3
O -2.180672 -5.408141 6.796365 -2.0 1.8 -1.0
C -4.894272 -4.802061 6.595025 0.0 -0.4 -0.9
H -6.629642 -4.374901 5.393265 0.1 -0.4 -0.4
H -5.752042 -2.981671 5.773565 0.4 0.2 0.1
H -5.038912 -3.375411 3.423065 0.1 0.0 0.2
H -4.821372 -5.093421 3.747835 -0.2 0.0 -0.1
H -2.967222 -2.877711 4.521505 0.3 -0.2 0.1
H -2.622602 -4.578151 3.989385 0.3 0.2 0.3
H -5.318632 -4.689041 7.592645 0.5 0.3 0.0
H -5.030262 -5.835921 6.277635 0.6 -0.3 0.4
C 2.524018 2.536659 7.812725 0.6 -2.3 0.6
C 2.956048 3.627879 8.739025 0.4 -1.8 -0.4
O 2.432118 4.792749 8.225785 -0.5 4.0 -1.3
P 3.281658 5.647029 7.135905 1.5 -0.2 0.5
O 3.724158 4.971599 5.877515 -1.3 0.9 1.3
O 2.466408 7.052769 7.007305 0.4 -2.6 1.6
C 2.168908 7.571099 5.758655 0.3 1.5 -2.2
C 3.125768 8.731209 5.501255 0.5 -0.7 0.4
O 4.624678 6.018209 7.962635 -0.3 0.7 -1.3
C 4.616428 6.792239 9.161785 -1.2 -0.4 1.8
C 5.976118 7.321549 9.594265 0.8 -0.6 -0.5
H 3.191618 2.406169 6.961025 -0.3 0.2 -0.1
H 2.605948 1.648039 8.438615 0.4 -0.6 -0.3
H 1.474478 2.442289 7.534055 0.0 1.0 -0.1
H 2.600088 3.370439 9.736575 -0.3 0.8 0.1
H 4.042938 3.687509 8.795965 0.1 -0.1 0.0
H 2.337248 6.845019 4.963305 -0.4 -0.3 0.1
H 1.161948 7.986169 5.715455 -0.3 -0.6 0.3
H 2.996068 9.428189 6.329195 0.1 0.4 -0.4
H 4.122748 8.296219 5.571485 0.2 0.2 0.1
H 3.063918 9.163529 4.502565 -0.4 0.2 0.2
H 3.887108 7.601319 9.201325 0.1 0.4 -1.0
H 4.110408 6.112659 9.847515 0.7 -0.1 0.9
H 6.767738 6.582339 9.471835 -0.1 -0.2 -0.8
H 6.224298 8.219359 9.028185 0.1 -0.1 -0.1
H 6.182998 7.539889 10.641945 -1.2 0.2 0.2
C -6.697452 3.251469 -7.687885 0.3 -0.8 0.5
C -5.425652 2.924369 -6.868685 -0.1 2.0 -0.4
O -4.951552 1.610909 -6.952565 0.0 -2.7 0.2
P -5.623652 0.297329 -6.241015 -0.2 -0.9 0.7
O -4.758932 -0.943061 -6.100765 -1.6 3.1 -0.7
O -7.036972 0.089239 -7.074205 1.7 0.4 3.3
C -6.958592 -0.034301 -8.451585 -0.6 0.2 -2.0
C -7.223422 -1.462151 -8.897175 0.9 0.2 0.4
O -6.175942 0.885799 -4.813825 0.4 -1.0 -2.0
C -5.267892 0.957539 -3.707065 0.6 1.3 0.6
C -5.731762 0.101769 -2.553535 -0.3 -0.5 0.0
H -6.551102 3.102889 -8.757745 0.2 -0.3 0.0
H -7.478992 2.579179 -7.333865 -0.3 0.3 -0.2
H -7.005142 4.294129 -7.608655 0.1 0.0 0.5
H -4.634902 3.558869 -7.268955 0.3 -0.2 -0.1
H -5.465432 3.233769 -5.824275 -0.6 -0.2 0.1
H -7.747662 0.597639 -8.859175 0.0 0.3 0.0
H -6.003632 0.373139 -8.783455 0.0 -0.2 -0.4
H -8.018732 -1.855121 -8.263815 0.1 -0.2 -0.2
H -7.482212 -1.546011 -9.952685 -0.1 0.2 0.1
H -6.277972 -1.978811 -8.731965 -0.3 -0.6 0.1
H -4.216662 0.761139 -3.917885 -0.1 -1.0 -0.7
H -5.129862 2.022389 -3.519585 -0.8 0.3 0.6
H -6.773202 0.189689 -2.244045 -0.2 0.4 -0.5
H -5.617222 -0.924571 -2.902235 0.1 -0.2 0.4
H -5.194992 0.263999 -1.618835 0.5 0.0 -0.3
```
Positions in Å, forces in eV/Å.

Calculated values
HOMO energy   -0.36732 hartree
Net charge   0
LUMO energy   -1.4934 eV
Energy above the lowest of the compared OMol25 structures with the same formula, charge and spin   133.9 kcal per mole
F_max   4.26 eV/A

Mulliken population analysis, charges in e, atoms 1 to 6: N -0.412; H 0.367; H 0.251; H 0.393; H 0.373; B 0.680

=====

Calculated total energy in hartree, matching the order above: -3993.42900, -5065.03791